1.
DFT (wB97M-V/def2-TZVPD) results for the molecule C9H8N2.

ORCA input file:
```
! wB97M-V def2-TZVPD RIJCOSX def2/J DEFGRID3
* xyz 0 1
H -1.83 2.94 -0.01
N -0.96 2.39 0.07
C -0.97 1.06 0.22
C -2.03 0.01 0.74
C -2.67 -0.77 -0.27
N -3.33 -1.52 -0.99
C 0.43 0.39 -0.01
C 0.54 -0.99 0.49
C 1.71 -1.56 0.26
C 2.92 -0.85 0.04
C 2.74 0.44 -0.45
C 1.51 1.13 -0.41
H -1.33 -0.68 1.52
H -2.65 0.83 1.25
H -0.30 -1.41 1.29
H 1.85 -2.60 0.43
H 3.98 -1.30 -0.22
H 3.67 0.89 -1.00
H 1.61 2.16 -0.55
*
```

Results
* maximum force: 8.86 eV/Å
* structure (SMILES): [H]/N=C(\CC#N)c1ccccc1
* HOMO-LUMO gap: 9.276 eV
* E_HOMO: -9.455 eV

2.
DFT (wB97M-V/def2-TZVPD) results for a cluster of 2 separate species, C4H8O2 in total.

ORCA input file:
```
! wB97M-V def2-TZVPD RIJCOSX def2/J DEFGRID3
* xyz 0 1
C 1.43 0.39 -0.41
C 0.01 0.97 -0.12
C -0.16 -0.14 0.93
O -0.06 -1.38 0.23
C 1.14 -0.72 0.61
H 1.65 0.06 -1.43
H 2.22 1.06 -0.05
H -0.70 0.90 -0.95
H 0.02 1.98 0.27
H -0.71 -0.16 1.87
H 1.84 -1.29 1.22
O -2.49 -0.50 -1.03
H -1.70 -1.06 -1.00
H -2.51 -0.11 -0.15
*
```

Results
* maximum force: 0.40 eV/Å
* structure (SMILES): C1C[C@H]2O[C@@H]12.O
* HOMO-LUMO gap: 11.368 eV
* E_HOMO: -10.362 eV

3.
DFT (wB97M-V/def2-TZVPD) results for a cluster of 10 separate species, C85H180BN9O8 in total.

ORCA input file:
```
! wB97M-V def2-TZVPD RIJCOSX def2/J DEFGRID3
* xyz 8 1
O -0.73 2.58 2.90
C -0.84 1.68 2.12
O -1.68 0.67 2.13
B -1.25 -0.35 1.13
O -0.21 0.33 0.37
C 0.17 1.46 0.98
O 1.12 2.21 0.67
O -2.34 -0.85 0.27
C -2.43 -2.14 0.22
O -3.16 -2.83 -0.54
C -1.27 -2.69 1.10
O -0.67 -1.59 1.61
O -0.86 -3.87 1.15
C -5.06 10.44 4.92
C -4.94 11.56 5.90
C -5.16 12.94 5.30
N -5.26 14.19 6.30
C -4.91 15.41 5.37
C -5.25 16.83 6.03
C -6.66 16.89 6.51
C -7.10 15.70 7.36
C -6.80 14.36 6.81
C -4.17 14.21 7.43
H -4.80 9.47 5.35
H -4.28 10.63 4.18
H -6.06 10.46 4.49
H -3.95 11.55 6.35
H -5.62 11.31 6.72
H -6.04 13.02 4.65
H -4.27 13.16 4.72
H -5.54 15.44 4.49
H -3.88 15.38 5.03
H -5.11 17.69 5.37
H -4.59 17.15 6.84
H -7.43 16.83 5.74
H -7.02 17.74 7.09
H -8.14 15.84 7.65
H -6.55 15.92 8.27
H -7.33 14.19 5.87
H -7.01 13.57 7.53
H -4.22 13.35 8.11
H -4.28 15.17 7.94
H -3.20 14.22 6.93
C -8.90 -8.19 1.92
C -8.70 -6.67 1.96
C -9.90 -5.99 2.72
N -9.81 -4.47 3.10
C -8.35 -4.27 3.59
C -8.17 -2.83 3.86
C -8.49 -1.95 2.58
C -9.87 -2.14 2.02
C -10.12 -3.68 1.79
C -10.74 -4.08 4.31
H -9.94 -8.33 1.64
H -8.74 -8.72 2.86
H -8.26 -8.67 1.18
H -8.42 -6.26 0.99
H -7.73 -6.41 2.39
H -10.09 -6.55 3.64
H -10.88 -6.13 2.26
H -7.66 -4.50 2.78
H -8.23 -4.85 4.51
H -7.15 -2.63 4.19
H -8.73 -2.43 4.71
H -7.72 -2.30 1.89
H -8.35 -0.89 2.80
H -9.94 -1.57 1.09
H -10.73 -1.78 2.57
H -9.48 -4.19 1.08
H -11.14 -3.97 1.53
H -10.72 -3.01 4.55
H -10.38 -4.71 5.12
H -11.70 -4.45 3.95
C 1.39 -6.73 7.04
C 1.53 -5.40 7.89
C 0.22 -4.83 8.30
N 0.36 -3.45 9.09
C 1.48 -3.39 10.19
C 1.03 -4.44 11.35
C -0.35 -4.18 11.99
C -1.45 -3.91 10.90
C -1.00 -2.98 9.70
C 0.82 -2.31 8.09
H 1.01 -6.61 6.02
H 0.56 -7.27 7.50
H 2.32 -7.28 7.13
H 1.90 -4.65 7.20
H 2.28 -5.49 8.68
H -0.20 -5.60 8.95
H -0.35 -4.52 7.43
H 2.45 -3.71 9.83
H 1.51 -2.34 10.50
H 1.14 -5.48 11.02
H 1.74 -4.23 12.15
H -0.72 -4.98 12.63
H -0.24 -3.25 12.55
H -1.41 -4.91 10.49
H -2.45 -3.63 11.21
H -1.73 -2.92 8.90
H -0.95 -1.98 10.14
H 0.15 -2.47 7.24
H 1.83 -2.58 7.78
H 0.80 -1.45 8.75
C -11.10 5.59 -6.28
C -9.65 5.51 -6.57
C -8.68 6.01 -5.50
N -7.23 5.66 -5.82
C -6.92 4.13 -5.84
C -7.21 3.51 -4.37
C -6.36 4.25 -3.32
C -6.60 5.79 -3.30
C -6.40 6.32 -4.73
C -6.91 6.23 -7.22
H -11.40 4.96 -5.44
H -11.63 5.44 -7.22
H -11.30 6.61 -5.94
H -9.40 6.04 -7.49
H -9.47 4.46 -6.77
H -9.01 5.57 -4.56
H -8.74 7.08 -5.30
H -7.51 3.73 -6.66
H -5.87 3.94 -6.07
H -8.29 3.52 -4.22
H -6.86 2.48 -4.34
H -6.45 3.72 -2.37
H -5.30 4.14 -3.51
H -7.58 5.98 -2.87
H -5.84 6.32 -2.72
H -6.57 7.40 -4.77
H -5.41 6.07 -5.12
H -7.34 7.22 -7.06
H -7.34 5.63 -8.02
H -5.83 6.33 -7.36
C 5.78 -4.13 1.19
C 6.07 -5.51 0.46
C 6.95 -6.34 1.46
N 7.35 -7.64 0.88
C 7.93 -7.49 -0.58
C 8.67 -8.81 -1.03
C 9.85 -9.18 -0.12
C 9.38 -9.36 1.32
C 8.51 -8.14 1.80
C 6.22 -8.66 0.73
H 6.70 -3.66 1.55
H 4.99 -4.18 1.94
H 5.42 -3.51 0.38
H 6.53 -5.22 -0.48
H 5.21 -6.07 0.11
H 6.46 -6.85 2.29
H 7.87 -5.83 1.72
H 8.61 -6.63 -0.60
H 7.13 -7.27 -1.29
H 9.04 -8.60 -2.04
H 8.05 -9.70 -1.14
H 10.62 -8.41 -0.20
H 10.20 -10.17 -0.41
H 10.23 -9.46 1.98
H 8.81 -10.28 1.42
H 9.14 -7.29 2.03
H 7.98 -8.54 2.67
H 5.65 -8.71 1.66
H 6.77 -9.59 0.61
H 5.48 -8.47 -0.04
C -6.24 -3.43 -9.12
C -6.35 -4.41 -7.89
C -6.99 -5.74 -8.41
N -7.36 -6.77 -7.23
C -8.35 -6.07 -6.33
C -9.21 -7.06 -5.53
C -9.95 -8.11 -6.37
C -8.83 -8.87 -7.09
C -8.00 -8.04 -7.95
C -6.09 -7.20 -6.40
H -5.65 -2.58 -8.78
H -7.28 -3.20 -9.32
H -5.80 -3.76 -10.06
H -7.01 -3.99 -7.14
H -5.34 -4.60 -7.53
H -6.28 -6.19 -9.10
H -7.89 -5.63 -9.01
H -8.99 -5.57 -7.06
H -7.81 -5.43 -5.63
H -9.99 -6.45 -5.08
H -8.62 -7.57 -4.77
H -10.70 -7.82 -7.10
H -10.50 -8.86 -5.80
H -9.27 -9.54 -7.82
H -8.39 -9.45 -6.27
H -8.51 -7.80 -8.88
H -7.15 -8.62 -8.31
H -6.09 -8.10 -5.78
H -5.62 -6.39 -5.85
H -5.37 -7.42 -7.18
C 15.95 1.81 -5.49
C 14.85 2.41 -4.50
C 13.37 2.40 -4.91
N 12.38 3.06 -3.87
C 12.27 2.21 -2.57
C 10.93 2.58 -1.80
C 9.77 2.50 -2.81
C 9.94 3.53 -3.87
C 11.09 3.34 -4.75
C 12.94 4.49 -3.56
H 16.97 2.14 -5.29
H 15.72 2.08 -6.52
H 15.97 0.72 -5.44
H 15.12 3.46 -4.32
H 15.03 1.98 -3.51
H 12.97 1.39 -5.01
H 13.29 3.04 -5.79
H 12.10 1.23 -3.00
H 13.19 2.09 -2.00
H 10.56 1.78 -1.16
H 10.85 3.56 -1.33
H 9.77 1.50 -3.25
H 8.88 2.76 -2.24
H 8.97 3.59 -4.36
H 9.99 4.54 -3.45
H 10.87 2.45 -5.34
H 11.22 4.00 -5.61
H 12.97 5.04 -4.50
H 13.95 4.53 -3.16
H 12.22 4.88 -2.83
C 4.65 7.49 5.21
C 6.00 6.87 5.44
C 5.98 5.66 6.34
N 7.38 4.90 6.25
C 7.26 3.72 7.30
C 8.59 3.02 7.57
C 9.77 4.01 7.75
C 9.85 5.14 6.65
C 8.53 5.89 6.50
C 7.49 4.30 4.86
H 4.26 7.75 6.20
H 3.96 6.83 4.68
H 4.77 8.40 4.62
H 6.68 7.54 5.96
H 6.30 6.58 4.43
H 5.15 4.97 6.21
H 5.78 5.96 7.37
H 7.13 4.25 8.25
H 6.37 3.10 7.18
H 8.50 2.43 8.48
H 8.75 2.28 6.78
H 9.77 4.54 8.70
H 10.75 3.54 7.74
H 10.63 5.84 6.93
H 10.31 4.85 5.70
H 8.21 6.46 7.37
H 8.46 6.69 5.76
H 6.66 3.79 4.39
H 8.35 3.63 4.83
H 7.74 5.13 4.19
C 2.65 -7.13 -12.10
C 2.00 -6.23 -10.95
C 3.10 -5.78 -10.04
N 2.85 -4.39 -9.24
C 1.73 -4.57 -8.25
C 1.71 -3.47 -7.19
C 2.95 -3.21 -6.50
C 4.07 -2.95 -7.51
C 4.21 -4.08 -8.48
C 2.39 -3.27 -10.21
H 3.16 -7.98 -11.65
H 3.29 -6.55 -12.76
H 1.89 -7.50 -12.79
H 1.29 -6.74 -10.31
H 1.54 -5.42 -11.52
H 3.97 -5.48 -10.62
H 3.41 -6.57 -9.36
H 2.06 -5.51 -7.82
H 0.84 -4.90 -8.79
H 1.02 -3.99 -6.53
H 1.25 -2.57 -7.61
H 3.15 -4.06 -5.85
H 2.70 -2.33 -5.90
H 4.96 -2.77 -6.91
H 3.89 -2.08 -8.13
H 4.36 -5.00 -7.91
H 4.93 -3.93 -9.28
H 1.42 -3.66 -10.53
H 3.02 -3.15 -11.09
H 2.28 -2.26 -9.83
*
```

Results
* maximum force: 4.50 eV/Å
* HOMO-LUMO gap: 8.869 eV
* E_HOMO: -18.027 eV

4.
DFT (wB97M-V/def2-TZVPD) results for a structure of composition C45H35CoF6N4O6P2Sb.

ORCA input file:
```
! wB97M-V def2-TZVPD RIJCOSX def2/J DEFGRID3
* xyz -1 3
Co 0.00 -0.88 0.42
O 0.27 0.22 1.84
C 0.11 -0.11 3.11
C 0.01 0.92 4.06
C -0.21 0.65 5.39
C -0.29 -0.67 5.85
C -0.13 -1.69 4.94
C 0.08 -1.44 3.58
C 0.32 -2.55 2.69
N 0.50 -2.42 1.44
N 0.88 -3.52 0.69
C 0.84 -3.19 -0.56
O 0.52 -1.98 -0.96
C 1.22 -4.18 -1.59
C 1.52 -3.76 -2.87
C 1.86 -4.69 -3.85
C 1.89 -6.04 -3.54
C 1.59 -6.46 -2.25
C 1.26 -5.54 -1.27
H 0.08 1.94 3.70
H -0.31 1.47 6.09
H -0.48 -0.88 6.89
H -0.17 -2.73 5.28
H 0.40 -3.56 3.11
H 1.48 -2.70 -3.10
H 2.07 -4.36 -4.85
H 2.15 -6.76 -4.30
H 1.60 -7.52 -2.01
H 1.01 -5.85 -0.26
N 1.26 1.04 -1.89
P 2.68 0.06 -1.59
C 3.93 1.14 -2.44
C 3.60 2.27 -3.19
C 4.61 3.06 -3.73
C 5.94 2.74 -3.54
C 6.27 1.60 -2.80
C 5.27 0.81 -2.27
C 3.11 0.56 0.13
C 3.42 -0.44 1.05
C 3.70 -0.11 2.37
C 3.69 1.21 2.77
C 3.42 2.22 1.85
C 3.15 1.89 0.53
P -0.22 1.00 -0.92
C -0.04 2.66 -0.13
C -0.60 2.97 1.11
C -0.52 4.25 1.63
C 0.14 5.25 0.93
C 0.70 4.96 -0.31
C 0.59 3.68 -0.84
C -1.39 1.46 -2.26
C -2.46 2.31 -1.97
C -3.31 2.73 -2.98
C -3.10 2.33 -4.29
C -2.05 1.47 -4.58
C -1.22 1.02 -3.57
H 0.99 0.85 -2.85
H 2.57 2.53 -3.34
H 4.35 3.95 -4.30
H 6.72 3.37 -3.95
H 7.31 1.34 -2.65
H 5.53 -0.08 -1.70
H 3.43 -1.47 0.73
H 3.92 -0.89 3.09
H 3.89 1.46 3.81
H 3.43 3.26 2.16
H 2.96 2.68 -0.19
H -1.12 2.19 1.66
H -0.98 4.47 2.59
H 0.22 6.25 1.34
H 1.21 5.73 -0.87
H 1.01 3.47 -1.81
H -2.63 2.62 -0.96
H -4.15 3.38 -2.74
H -3.76 2.67 -5.08
H -1.90 1.12 -5.59
H -0.46 0.29 -3.83
O -2.49 0.81 0.52
C -2.66 -0.26 1.13
O -1.88 -1.25 1.18
C -3.92 -0.38 1.95
C -5.15 -0.05 1.41
C -6.30 -0.09 2.19
C -6.21 -0.42 3.53
C -4.97 -0.74 4.06
C -3.82 -0.75 3.29
N -4.87 -1.08 5.49
O -3.83 -1.56 5.89
O -5.84 -0.86 6.20
H -5.20 0.24 0.36
H -7.26 0.14 1.75
H -7.08 -0.44 4.17
H -2.88 -1.02 3.73
F -2.00 -1.09 -1.65
Sb -2.68 -2.50 -2.73
F -1.83 -3.84 -1.71
F -1.16 -2.30 -3.85
F -3.37 -3.83 -3.88
F -3.58 -1.18 -3.76
F -4.17 -2.61 -1.57
*
```

Results
* maximum force: 1.36 eV/Å
* HOMO-LUMO gap (alpha / beta): 6.873 / 7.537 eV
* E_HOMO (alpha / beta): -5.882 / -6.015 eV

5.
DFT (wB97M-V/def2-TZVPD) results for a cluster of 3 separate species, C2H11NO3 in total.

ORCA input file:
```
! wB97M-V def2-TZVPD RIJCOSX def2/J DEFGRID3
* xyz 0 1
C 2.48 1.13 0.16
N 1.96 0.10 -0.81
C 1.38 -1.08 -0.05
O 0.37 -0.87 1.00
H 3.57 1.26 0.42
H 2.08 1.96 -0.40
H 1.94 1.16 1.13
H 1.08 0.38 -1.39
H 2.13 -1.66 0.48
H 0.88 -1.68 -0.94
H 0.21 0.05 0.95
O -2.05 -0.32 -1.87
H -2.92 -0.77 -2.14
H -2.44 0.35 -1.37
O -3.50 0.31 1.37
H -2.92 -0.04 2.03
H -4.24 -0.28 1.43
*
```

Results
* maximum force: 3.43 eV/Å
* structure (SMILES): CNCO.O.O
* HOMO-LUMO gap: 10.111 eV
* E_HOMO: -9.527 eV